{
  "formula": "C40H36Cl3F4N2O2P",
  "method": "ωB97M-V/def2-TZVPD",
  "symbols": ["H", "H", "C", "H", "C", "H", "C", "C", "C", "C", "C", "H", "F", "C", "H", "H", "C", "C", "C", "C", "H", "H", "H", "C", "Cl", "C", "H", "C", "C", "N", "H", "O", "Cl", "H", "C", "H", "C", "H", "C", "C", "C", "C", "H", "H", "C", "H", "H", "F", "H", "H", "H", "C", "O", "H", "C", "C", "C", "H", "H", "H", "H", "H", "C", "C", "C", "C", "C", "C", "C", "P", "H", "F", "H", "H", "H", "H", "H", "H", "C", "C", "C", "H", "N", "Cl", "C", "F", "C", "C"],
  "xyz": [[1.64314, -4.24778, -1.67712], [8.24071, -3.26879, 2.71916], [-1.68806, -1.20551, 2.92090], [-5.48517, -0.16985, -2.23658], [2.90617, 5.28185, 1.78544], [2.26586, -1.84832, -0.28043], [6.84581, -4.47060, 3.82012], [-1.62069, -1.66404, -4.33440], [7.21155, -3.58753, 2.81328], [-0.84483, 0.27199, -1.09288], [2.25000, -0.79963, -3.03100], [-5.37621, -4.11481, -2.05795], [-2.30535, 1.85375, -0.10400], [1.61209, -3.88370, -0.65460], [4.17107, 7.76256, 3.71407], [2.59076, -1.35572, -3.89637], [-5.52025, 0.91218, -2.16034], [-5.52057, -4.35721, -3.11038], [5.52357, -4.87502, 3.94168], [-2.77208, -0.87170, 5.01294], [-3.70729, -1.78947, 3.29613], [-1.58969, 0.07745, 6.52966], [1.07210, 1.91651, -2.27845], [-2.75158, -0.06504, -3.08490], [-2.61633, -3.78166, -2.79155], [-0.58071, -0.64976, -2.13344], [2.14364, 0.30629, -0.58860], [1.45269, 1.08510, -0.30120], [4.56309, -4.39702, 3.06217], [-6.72406, 1.46907, -2.17279], [0.52861, -2.18699, 0.05507], [-4.30956, 0.11467, -4.94085], [-6.00992, -2.48783, -5.03462], [-7.72711, 3.27705, -2.10947], [6.26031, -3.10976, 1.92392], [0.77038, -4.39377, -0.19326], [-4.35879, 2.97812, -1.93154], [3.05691, -0.62774, -2.32703], [1.36434, -2.35381, -0.61485], [1.35758, 2.23459, -1.28261], [-2.81519, -1.33445, 3.70556], [3.56935, 7.97962, 1.65203], [-0.37337, 1.25123, 0.71406], [2.51694, -4.15495, -0.12987], [-4.30989, 1.59307, -2.04973], [-3.64464, -0.97024, 5.64431], [0.40488, 0.29963, 5.08220], [3.62407, 5.25811, 4.02327], [2.88453, 7.88725, -0.37867], [-5.69917, 4.64009, -1.88720], [-5.01153, -5.30034, -3.28309], [-2.04672, 0.98303, -1.10193], [-0.75289, -2.03682, -5.03410], [0.33921, -0.54883, 2.75505], [-3.03171, 0.84901, -2.08374], [-0.52789, -0.62828, 3.39488], [-4.93070, -3.26014, -3.93677], [-6.58650, -4.43813, -3.27757], [7.59150, -4.84290, 4.50952], [6.52418, -2.42583, 1.12833], [2.65832, 4.23053, 1.85376], [2.29000, 5.49102, -0.25285], [-1.61604, -0.28466, 5.51076], [-0.49569, -0.16178, 4.70042], [-1.56041, -0.77765, -3.11453], [0.09160, 0.51338, 0.07050], [3.03911, 7.33865, 0.54091], [2.70694, 5.99223, 0.61105], [3.76555, 7.28073, 2.83448], [0.85536, -1.80795, -2.32058], [5.23717, -5.56550, 4.72328], [4.02048, -3.05932, 1.20594], [-3.45825, 3.56396, -1.84230], [0.56852, 2.90067, -0.92957], [3.52570, -4.69349, 3.14290], [0.17883, -0.37530, 0.67780], [1.84154, 0.13002, -3.41069], [2.27765, 2.80891, -1.27601], [-5.61072, 3.56456, -1.95004], [-6.75743, 2.80315, -2.08317], [4.95221, -3.52379, 2.06757], [3.83223, 9.02754, 1.59951], [-3.05208, -1.84065, -4.58836], [2.15769, 1.75954, 1.23379], [3.43140, 5.94203, 2.87787], [-1.72104, -1.65971, 1.64618], [-3.65310, -2.88493, -3.86399], [-3.55209, -0.49049, -4.28443]],
  "forces_ev_per_a": [[0.3, -0.1, -0.1], [0.0, 0.0, 0.0], [0.0, 0.1, 0.2], [-0.1, -0.1, 0.0], [0.0, -0.2, 0.0], [-0.1, 0.2, 0.2], [0.0, 0.0, 0.0], [-0.5, 0.5, 1.3], [-0.1, -0.1, 0.1], [0.1, -0.2, 0.1], [-0.7, -0.2, 0.1], [0.0, -0.1, 0.1], [0.1, -0.1, -0.1], [-0.4, 0.3, -0.1], [0.0, 0.0, 0.0], [0.3, -0.1, 0.0], [0.1, -0.3, 0.0], [0.1, 0.3, 0.5], [0.1, 0.1, 0.0], [0.1, 0.0, 0.0], [0.0, 0.0, 0.0], [0.0, 0.0, 0.0], [0.2, -0.1, -0.2], [0.1, 0.0, 0.0], [0.1, 0.0, 0.1], [0.4, 0.5, 0.1], [0.2, 0.0, -0.2], [-0.1, 0.2, 0.2], [-0.2, -0.1, 0.0], [0.1, 0.3, 0.0], [0.1, 0.3, 0.2], [-1.0, 0.7, -0.7], [0.0, 0.1, -0.2], [-0.1, 0.0, 0.0], [0.1, 0.1, -0.1], [0.0, -0.1, 0.1], [-0.4, -0.5, 0.0], [0.1, 0.1, 0.0], [0.0, -0.4, -0.6], [-0.2, 0.2, 0.5], [-0.2, -0.1, -0.1], [0.0, -0.1, 0.0], [-0.1, 0.1, 0.1], [0.1, -0.1, 0.0], [0.0, 0.3, 0.1], [0.0, 0.0, 0.0], [0.0, 0.0, 0.0], [0.0, 0.0, 0.0], [0.0, 0.0, 0.0], [0.0, 0.1, 0.0], [-0.1, -0.2, -0.1], [-0.1, -0.1, -0.4], [0.7, -0.6, -0.7], [0.0, 0.0, 0.0], [-0.1, 0.1, -0.1], [0.2, 0.0, -0.1], [0.1, -0.1, 0.0], [-0.1, -0.1, -0.2], [0.0, 0.0, 0.0], [0.0, 0.0, 0.0], [0.0, 0.1, 0.0], [0.0, 0.0, 0.0], [0.0, 0.0, 0.0], [-0.1, 0.0, 0.0], [0.1, 0.0, 0.0], [-0.4, 0.3, -0.1], [0.0, 0.0, -0.1], [0.0, 0.1, 0.0], [0.1, 0.1, 0.1], [-0.3, -0.6, -0.1], [0.0, 0.0, 0.0], [0.1, 0.1, 0.0], [0.1, 0.1, 0.0], [0.0, 0.1, 0.0], [0.0, 0.0, 0.0], [0.2, -0.2, -0.1], [0.1, 0.3, 0.0], [0.2, -0.1, -0.3], [0.1, 0.7, -0.1], [0.3, -0.5, 0.1], [0.1, -0.1, 0.1], [0.0, 0.0, 0.0], [0.2, 0.2, -0.9], [0.1, -0.3, 0.0], [0.0, 0.1, -0.2], [0.0, 0.0, 0.0], [-0.4, -0.1, -0.2], [0.8, -0.6, 1.3]],
  "lumo_energy_ev": -0.41,
  "smiles": "CCP(C)c1c(C[C@@H](C)Cl)c(F)c(-c2cccnc2)c2c1C(=O)N(/C(Cl)=C(/C)Cl)C2=O.Fc1ccccc1.Fc1ccccc1.Fc1ccccc1",
  "e_homo_ev": -8.4,
  "e_tot_ev": -106864.3175,
  "mol_weight_g_mol": 790.06,
  "largest_force_ha_per_bohr": 0.0325,
  "charge": 0
}

***

{
  "formula": "C40H37Cl5IPSeSiZr",
  "method": "ωB97M-V/def2-TZVPD",
  "symbols": ["H", "C", "C", "C", "C", "C", "C", "H", "C", "C", "C", "H", "C", "C", "C", "Zr", "H", "C", "H", "H", "H", "C", "C", "C", "H", "C", "H", "H", "C", "Cl", "C", "C", "H", "H", "C", "H", "H", "C", "H", "H", "C", "H", "H", "C", "H", "H", "C", "H", "H", "C", "H", "H", "Cl", "C", "Cl", "H", "H", "Se", "H", "C", "H", "I", "Cl", "C", "C", "C", "C", "H", "C", "H", "H", "C", "C", "P", "Si", "C", "H", "C", "C", "H", "H", "H", "H", "C", "C", "H", "Cl"],
  "xyz": [[0.29458, -3.30962, -1.38852], [3.52043, 3.46685, -0.76525], [3.39816, 3.65990, 1.62452], [-2.59695, -1.30730, 0.26813], [2.16307, 3.17785, -0.81119], [-2.21518, 6.06256, 2.85107], [1.64095, 2.91445, -4.67070], [3.87531, 3.85186, 2.57646], [-0.74981, 5.06148, 1.27446], [-0.58360, -2.69319, 0.47428], [-1.04892, 3.77828, 1.67867], [-0.07027, 5.21771, 0.44776], [-1.91550, 3.60483, 2.81291], [-3.11329, 2.36291, 4.56632], [-2.82620, 4.13899, -3.16181], [0.02396, -0.22330, -0.34840], [0.98260, 3.68806, -4.27397], [4.15738, -0.39631, 0.72796], [1.98596, 3.23700, -5.65742], [-3.69358, -0.47275, 1.92608], [-0.87873, 1.96452, -6.57147], [-1.64391, -1.98744, 1.05032], [-1.54685, 4.64797, -2.98914], [-2.23128, 2.41187, 3.52136], [-3.12878, -0.76485, -1.74107], [4.35523, -1.50287, -1.41397], [-3.29808, 1.42560, 5.07299], [1.38085, -3.47210, 0.85991], [1.41017, 3.13411, 0.36024], [4.81398, 0.29705, 2.14342], [1.79142, -0.05674, -5.50122], [2.04260, 3.38166, 1.58221], [-1.39474, 0.48848, -5.75517], [-4.16193, 0.17251, 0.33962], [4.14168, 3.70228, 0.45175], [-4.32333, 2.80876, -2.38751], [-1.03154, 7.18759, 1.47904], [-3.45338, 4.70877, 4.42545], [-1.77038, -2.03163, 2.12400], [2.67900, -0.20317, -4.88469], [2.96725, -1.56540, -1.51797], [0.05285, -4.49408, 1.40781], [2.52276, 2.82110, -4.03577], [0.39268, -3.46020, 1.31781], [-4.62739, -1.45930, 0.80005], [1.69310, 2.98289, -1.76274], [-1.41811, -2.06261, -1.74120], [-2.12182, -3.03562, -3.47814], [4.09091, 3.51415, -1.68429], [-1.42281, -2.23357, -3.22852], [-1.57705, 2.06841, -4.95369], [-0.43866, -2.50753, -3.59964], [5.35321, -2.13719, -2.65026], [2.12946, -1.02635, -0.54117], [1.69413, 0.08130, 1.81284], [1.47403, 3.36781, 2.50443], [-2.69897, 6.92153, 3.29823], [0.25633, 0.68423, -2.58082], [-1.75804, -1.32412, -3.72423], [-3.31774, 3.19266, -2.27164], [-4.45941, 3.46950, 5.84029], [-1.27277, 0.60017, 3.19033], [6.65210, -0.80975, -0.16352], [-3.76157, 3.52484, 5.01683], [-1.30611, 6.21073, 1.85211], [2.78828, -0.49776, 0.54486], [4.95636, -0.90483, -0.29267], [2.12340, 0.19849, -6.51177], [-0.93530, 1.46604, -5.60068], [-3.89847, 5.63290, 4.77107], [0.23832, 4.63177, -1.81008], [-0.48797, -2.72096, -0.93040], [-2.53123, 4.77941, 3.35171], [-0.32930, 2.60345, 0.39527], [0.74348, 1.30881, -4.84003], [-0.75267, 4.21372, -1.93484], [5.19949, 3.92726, 0.48755], [-1.23388, 3.25430, -1.05239], [-3.83000, -0.71548, 0.87639], [-2.91534, 2.01691, -0.53085], [0.47085, -3.04481, 2.32140], [1.24010, -0.99606, -5.55516], [-1.17036, 5.40194, -3.66891], [-2.52058, 2.75108, -1.22820], [-2.41571, -1.29192, -1.11755], [-3.44387, 4.49142, -3.97718], [2.29636, -2.32811, -2.92192]],
  "forces_ev_per_a": [[0.0, 0.0, 0.0], [0.0, 0.0, 0.0], [0.0, 0.0, 0.0], [0.2, 0.0, 0.0], [0.0, -0.1, 0.0], [0.0, 0.0, 0.0], [0.0, 0.1, 0.0], [0.0, 0.0, 0.0], [0.0, 0.1, 0.0], [0.0, -0.1, 0.0], [0.2, -0.1, 0.0], [0.0, 0.0, 0.0], [0.0, 0.0, -0.1], [0.0, 0.0, 0.0], [0.0, 0.0, 0.0], [-0.2, 0.4, -0.4], [0.0, 0.0, 0.0], [0.0, -0.1, -0.1], [0.0, 0.0, 0.0], [0.0, 0.0, 0.0], [0.1, 0.0, 0.0], [0.1, -0.1, 0.0], [0.0, 0.0, 0.0], [-0.2, 0.1, 0.0], [0.0, 0.1, 0.0], [0.1, 0.0, 0.1], [0.0, 0.0, 0.0], [0.0, 0.0, 0.0], [0.0, 0.0, 0.0], [0.0, 0.0, 0.0], [0.0, -0.1, 0.0], [0.0, 0.0, 0.0], [0.0, 0.0, 0.0], [0.0, 0.0, 0.0], [0.0, 0.0, 0.0], [0.0, 0.0, 0.0], [0.0, 0.0, 0.0], [0.0, 0.0, 0.0], [0.0, 0.0, 0.0], [0.0, 0.0, 0.0], [-0.1, 0.0, -0.1], [0.0, 0.0, 0.0], [0.0, 0.0, 0.0], [0.0, 0.0, 0.0], [0.0, 0.0, 0.0], [0.0, 0.0, 0.0], [0.0, 0.0, -0.1], [0.0, 0.0, 0.0], [0.0, 0.0, 0.0], [0.0, 0.0, 0.0], [0.0, 0.0, 0.0], [0.0, 0.0, 0.0], [0.0, 0.0, 0.0], [0.0, 0.0, 0.0], [-0.1, -0.1, -0.1], [0.0, 0.0, 0.0], [0.0, 0.0, 0.0], [-0.1, -0.1, 0.4], [0.0, 0.0, 0.0], [0.0, 0.0, 0.0], [0.0, 0.0, 0.0], [0.3, -0.1, 0.1], [0.0, 0.0, 0.0], [0.0, 0.0, 0.0], [0.0, 0.0, 0.0], [0.0, 0.0, 0.3], [-0.1, 0.0, 0.0], [0.0, 0.0, 0.0], [-0.1, 0.0, 0.1], [0.0, 0.0, 0.0], [0.0, 0.0, 0.0], [0.0, -0.1, 0.0], [0.0, 0.1, 0.0], [-0.4, 0.0, 0.1], [0.0, 0.0, -0.2], [0.0, 0.0, 0.0], [0.0, 0.0, 0.0], [0.1, 0.1, 0.0], [0.0, 0.0, 0.0], [0.0, 0.0, 0.0], [0.0, 0.0, 0.0], [0.0, 0.0, 0.0], [0.0, 0.0, 0.0], [0.0, 0.0, 0.0], [0.1, 0.0, 0.0], [0.0, 0.0, 0.0], [0.0, 0.0, 0.1]],
  "relative_energy_kcal_mol": 20.1,
  "lumo_energy_ev": -6.52,
  "e_homo_ev": -13.0,
  "e_tot_ev": -196576.1969,
  "mol_weight_g_mol": 1051.15,
  "largest_force_ha_per_bohr": 0.0103,
  "charge": 2
}

***

{
  "formula": "C40H37N3P2RuSe4",
  "method": "ωB97M-V/def2-TZVPD",
  "symbols": ["Ru", "C", "C", "C", "H", "H", "C", "C", "C", "C", "C", "C", "H", "C", "H", "N", "C", "H", "Se", "H", "H", "H", "H", "C", "H", "C", "H", "C", "C", "H", "C", "H", "H", "H", "H", "C", "C", "C", "C", "H", "H", "C", "H", "H", "C", "C", "C", "N", "N", "P", "C", "H", "H", "H", "H", "C", "C", "C", "C", "C", "H", "C", "H", "H", "P", "H", "H", "C", "C", "H", "H", "H", "Se", "C", "Se", "C", "C", "H", "C", "H", "C", "H", "Se", "C", "H", "C", "H"],
  "xyz": [[-0.03509, -0.09915, 0.46700], [2.44737, -4.93499, -2.51489], [0.01662, -3.53314, -5.41185], [2.50577, -2.64995, -3.30551], [-0.66438, -3.55174, 4.52235], [3.95081, -6.23235, -3.31687], [-1.49355, -5.38336, -5.12565], [1.09511, 3.35473, 0.69151], [3.54437, -5.22994, -3.31454], [0.84391, 1.57222, 3.60396], [-1.46228, 3.17108, -0.71883], [2.27811, 2.60777, 1.27065], [-5.95496, -6.04375, -3.09107], [-4.26659, -0.68998, 0.49251], [-1.32450, 4.24531, -0.80798], [-1.07324, 0.18879, -2.28612], [0.90183, -4.36161, -6.08845], [-0.63532, -3.78499, 1.12217], [1.58082, -2.21999, 0.32146], [-5.87414, -5.61990, -0.65352], [0.53966, 0.70704, 4.18754], [1.51407, 2.19685, 4.18851], [-5.52634, -2.04468, 1.53890], [-1.44774, -3.17025, 3.88002], [2.75779, 3.18540, 2.06071], [1.92078, -3.64709, -2.52231], [4.97267, -4.47798, -4.72033], [0.60017, -5.70311, -6.26639], [-3.75290, -3.19498, 3.19560], [-2.68363, -7.42220, 0.19027], [-1.70655, -5.61252, 0.79807], [2.01834, -5.70576, -1.88964], [3.03348, 2.37880, 0.51953], [2.09967, -1.64456, -3.29838], [-4.25789, -3.97591, 0.25179], [-3.48715, -2.17420, 2.24593], [-0.87138, -4.57349, 0.41910], [-1.91564, -0.66833, 1.11822], [-2.94822, -0.20686, 0.33092], [1.82429, -3.95466, -6.48010], [-4.76472, -3.57281, 3.28580], [-4.36575, -4.68355, -3.53622], [-4.45827, -4.81930, -4.60730], [1.29023, -6.34885, -6.79407], [-0.35453, -4.54356, -0.87693], [-2.17165, -1.67048, 2.11266], [-0.39776, -1.88424, -2.18266], [-1.75538, -0.46130, -3.18383], [-0.24625, -0.64291, -1.66284], [-2.38392, -2.88823, -4.22546], [-0.60194, -6.21237, -5.78628], [0.24500, -2.47922, -5.30102], [1.43607, 4.29862, 0.26580], [-1.99105, 2.78525, -1.58631], [-5.05759, -0.31271, -0.14206], [-3.42478, -3.78268, -3.03158], [3.60211, -2.95006, -4.09223], [-1.38515, -1.76461, -3.16317], [-4.52254, -1.65227, 1.42264], [-1.18075, -4.04006, -4.91783], [-2.97277, -4.46322, 4.71376], [-2.02607, -6.61530, -0.10677], [-2.75817, 0.50561, -0.46486], [-2.72180, -2.80290, -1.24293], [0.62081, -3.14483, -1.40212], [-0.15716, -1.80714, 2.89902], [-1.74945, -7.37216, -2.09907], [4.11800, -4.24270, -4.09953], [-2.75971, -3.68732, 3.99003], [-2.11541, -5.63060, 1.79994], [4.05300, -2.18025, -4.70429], [-0.85063, -7.25472, -5.93882], [1.84152, 0.89518, 2.08374], [-1.16956, -2.19030, 2.97118], [0.28874, 2.33859, -0.75765], [-5.18842, -5.10768, -1.31678], [-1.50246, -6.59049, -1.39230], [0.33773, 3.57411, 1.44232], [-3.40568, -3.52825, -1.66066], [-2.42732, -5.79244, -4.76120], [-4.28367, -4.18875, -0.80980], [-0.25872, -5.54949, -2.78002], [-3.50040, -1.96634, -5.71985], [-0.66072, -5.56091, -1.77855], [-1.98952, 2.91813, 0.19690], [-5.22963, -5.35124, -2.68391], [-0.03425, 2.12398, 3.28232]],
  "forces_ev_per_a": [[-0.1, -0.3, -0.3], [0.1, 0.0, 0.0], [0.1, 0.0, -0.1], [0.0, 0.0, 0.0], [0.0, 0.0, 0.0], [0.0, 0.0, 0.0], [0.0, 0.0, 0.1], [0.1, 0.1, 0.0], [-0.1, 0.0, 0.0], [-0.1, 0.0, 0.0], [0.0, 0.0, -0.1], [0.1, 0.1, 0.1], [0.0, 0.0, 0.0], [0.1, 0.1, 0.0], [0.0, 0.0, 0.0], [0.1, -0.1, 0.0], [0.0, 0.0, 0.1], [0.0, -0.1, 0.0], [0.0, 0.2, 0.1], [0.0, 0.0, 0.0], [0.0, 0.0, 0.0], [0.0, 0.0, 0.0], [0.0, 0.0, 0.0], [-0.2, -0.1, 0.1], [0.0, 0.0, 0.0], [0.1, 0.0, -0.1], [0.0, 0.0, 0.0], [-0.1, 0.0, 0.0], [0.0, 0.1, -0.1], [0.0, 0.0, 0.0], [0.0, 0.0, 0.0], [0.0, 0.0, 0.0], [0.0, 0.0, 0.0], [0.0, 0.0, 0.0], [0.0, 0.0, -0.1], [-0.1, 0.0, 0.0], [-0.1, 0.0, -0.1], [0.2, -0.2, 0.2], [-0.2, -0.1, 0.0], [0.0, 0.0, 0.0], [0.0, 0.0, 0.0], [-0.1, 0.1, 0.0], [0.0, 0.0, 0.0], [0.0, 0.0, 0.0], [-0.1, -0.1, 0.1], [-0.1, 0.1, 0.0], [0.0, 0.0, 0.2], [-0.1, -0.1, -0.1], [0.0, 0.2, -0.1], [0.0, 0.2, 0.3], [0.1, 0.0, 0.0], [0.0, 0.0, 0.0], [0.0, 0.0, 0.1], [0.0, 0.0, 0.0], [0.0, 0.0, 0.0], [-0.1, 0.0, 0.2], [0.0, -0.1, 0.0], [-0.2, 0.0, -0.2], [0.0, 0.0, 0.1], [0.1, -0.2, 0.0], [0.0, 0.0, 0.0], [0.0, 0.0, 0.0], [0.0, 0.0, 0.0], [0.0, 0.0, 0.0], [-0.1, 0.1, 0.0], [0.0, 0.0, 0.0], [0.0, 0.0, 0.0], [0.0, 0.1, 0.0], [0.2, 0.0, 0.0], [0.0, 0.0, 0.0], [0.0, 0.0, 0.0], [0.0, 0.0, 0.0], [0.3, 0.0, 0.2], [0.0, 0.2, 0.0], [0.0, -0.1, -0.1], [0.0, 0.0, 0.0], [0.0, 0.0, 0.0], [0.0, 0.0, 0.0], [0.0, -0.1, -0.1], [0.0, 0.0, 0.0], [0.0, 0.0, -0.1], [0.0, 0.0, -0.1], [0.0, 0.1, 0.0], [-0.1, 0.0, 0.0], [0.0, 0.0, 0.0], [0.0, 0.0, 0.0], [0.0, 0.0, 0.0]],
  "relative_energy_kcal_mol": 0.0,
  "lumo_energy_ev": [-2.27, -4.69],
  "e_homo_ev": [-9.5, -9.5],
  "e_tot_ev": -329088.6371,
  "mol_weight_g_mol": 1038.62,
  "multiplicity": 6,
  "largest_force_ha_per_bohr": 0.0096,
  "charge": 1
}